(1)
C32H34N7OOs as an isolated structure in a non-equilibrium geometry, computed with ωB97M-V/def2-TZVPD.

Element x y z (Å)
Os (0.751, 0.143, -0.243)
C (-0.280, 3.231, 3.115)
C (0.310, 2.245, 2.177)
N (-0.104, 2.121, 0.949)
N (-1.000, 2.863, 0.393)
C (-1.264, 2.619, -0.912)
O (-0.648, 1.730, -1.534)
C (-2.318, 3.441, -1.507)
C (-3.017, 4.379, -0.723)
C (-4.062, 5.088, -1.273)
C (-4.408, 4.900, -2.609)
C (-3.708, 3.982, -3.396)
C (-2.667, 3.259, -2.852)
C (1.438, 1.398, 2.524)
C (2.018, 1.419, 3.796)
C (3.162, 0.682, 4.045)
C (3.712, -0.060, 3.007)
C (3.057, -0.076, 1.784)
N (1.944, 0.615, 1.533)
H (-1.053, 3.793, 2.600)
H (0.485, 3.920, 3.474)
H (-0.714, 2.739, 3.986)
H (-2.723, 4.534, 0.304)
H (-4.607, 5.794, -0.666)
H (-5.221, 5.471, -3.038)
H (-3.996, 3.832, -4.424)
H (-2.119, 2.547, -3.452)
H (1.579, 2.023, 4.576)
H (3.623, 0.694, 5.020)
H (4.624, -0.620, 3.142)
H (3.453, -0.668, 0.967)
C (4.212, 1.464, -2.692)
C (3.326, 1.316, -1.623)
N (2.249, 0.546, -1.685)
C (2.001, -0.128, -2.841)
C (2.871, -0.072, -3.955)
C (4.001, 0.757, -3.855)
C (2.544, -0.834, -5.115)
C (1.374, -1.515, -5.204)
C (0.430, -1.511, -4.137)
C (-0.845, -2.096, -4.213)
C (-1.691, -2.001, -3.131)
C (-1.248, -1.378, -1.964)
N (-0.041, -0.845, -1.855)
C (0.778, -0.857, -2.934)
H (5.056, 2.130, -2.594)
H (3.503, 1.852, -0.697)
H (4.680, 0.846, -4.691)
H (3.242, -0.838, -5.936)
H (1.126, -2.063, -6.097)
H (-1.151, -2.603, -5.116)
H (-2.688, -2.407, -3.170)
H (-1.899, -1.310, -1.102)
C (0.322, -4.675, 3.722)
C (-0.782, -4.333, 2.723)
N (-0.843, -2.905, 2.429)
C (-1.609, -2.113, 3.384)
C (-3.054, -1.910, 2.931)
C (-0.245, -2.343, 1.386)
C (0.608, -3.185, 0.486)
N (-0.359, -1.061, 1.089)
H (0.304, -5.744, 3.909)
H (0.168, -4.170, 4.670)
H (1.306, -4.413, 3.347)
H (-1.743, -4.622, 3.154)
H (-0.647, -4.903, 1.804)
H (-1.112, -1.151, 3.544)
H (-1.600, -2.643, 4.337)
H (-3.110, -1.345, 2.002)
H (-3.601, -1.369, 3.698)
H (-3.548, -2.866, 2.782)
H (1.275, -3.821, 1.062)
H (1.210, -2.544, -0.164)
H (-0.012, -3.822, -0.144)
H (-1.005, -0.552, 1.693)

Forces on atoms 1 to 3 (eV/Å):
Os -0.195 0.563 0.353
C -0.023 0.041 -0.087
C -0.491 0.877 0.738

- Max |F|: 0.0644 hartree/bohr
- 2S+1: 5
- Calculated total energy: -48656.85564 eV
- Energy above the lowest of the compared OMol25 structures with the same formula, charge and spin: 0.0 kcal/mol
- Charge: +3
- ⟨S²⟩: 6.05
- Orbital gap (spin up / spin down): 0.2794 / 0.1965 Ha
- Highest occupied orbital energy (spin up / spin down): -16.59 / -16.49 eV

(2)
C32H35AsN3O6RuS2 as an isolated structure in a non-equilibrium geometry, computed with ωB97M-V/def2-TZVPD.

Element x y z (Å)
Ru (0.104, 0.460, -0.577)
O (2.040, 5.359, 3.105)
C (1.678, 4.471, 2.368)
C (0.336, 4.370, 1.688)
O (-0.517, 5.242, 1.654)
C (0.325, 3.070, 0.991)
C (1.662, 2.521, 1.003)
O (1.991, 1.526, 0.314)
C (2.498, 3.265, 1.962)
O (3.615, 2.996, 2.352)
O (-0.647, 2.513, 0.434)
S (-1.056, -1.779, -1.217)
C (0.167, -2.931, -1.716)
C (-0.185, -3.930, -2.621)
C (0.765, -4.833, -3.055)
C (2.065, -4.765, -2.578)
C (2.412, -3.792, -1.656)
C (1.471, -2.876, -1.203)
As (1.911, -1.396, -0.006)
C (3.752, -1.907, 0.480)
C (4.813, -1.460, -0.301)
C (6.108, -1.856, -0.013)
C (6.353, -2.693, 1.063)
C (5.303, -3.135, 1.851)
C (4.009, -2.743, 1.561)
C (1.066, -1.988, 1.648)
C (0.236, -3.095, 1.754)
C (-0.406, -3.371, 2.952)
C (-0.218, -2.549, 4.049)
C (0.617, -1.446, 3.951)
C (1.260, -1.173, 2.760)
H (-1.201, -3.976, -2.981)
H (0.491, -5.588, -3.777)
H (2.807, -5.467, -2.926)
H (3.427, -3.738, -1.279)
H (4.613, -0.797, -1.137)
H (6.932, -1.514, -0.623)
H (7.361, -3.000, 1.294)
H (5.487, -3.788, 2.693)
H (3.188, -3.093, 2.176)
H (0.081, -3.741, 0.898)
H (-1.061, -4.228, 3.023)
H (-0.716, -2.765, 4.984)
H (0.748, -0.791, 4.800)
H (1.919, -0.316, 2.671)
O (-0.952, 0.005, 1.536)
S (-2.122, -0.905, 1.641)
C (-3.029, -0.281, 3.122)
C (-4.459, -0.090, 2.674)
C (-4.347, 0.656, 1.348)
C (-3.368, -0.143, 0.507)
H (-2.548, 0.663, 3.359)
H (-2.904, -0.977, 3.944)
H (-5.047, 0.459, 3.411)
H (-4.931, -1.061, 2.516)
H (-3.951, 1.660, 1.523)
H (-5.314, 0.740, 0.851)
H (-2.765, 0.470, -0.171)
H (-3.844, -0.958, -0.035)
C (0.596, 3.692, -2.342)
N (-0.835, 3.514, -2.441)
C (-1.633, 4.570, -1.858)
C (-1.348, 2.291, -2.720)
N (-0.598, 1.224, -2.629)
N (-2.655, 2.239, -3.134)
C (-3.398, 1.000, -3.095)
C (-3.297, 3.248, -3.948)
H (0.926, 4.410, -3.099)
H (1.103, 2.739, -2.495)
H (0.868, 4.074, -1.356)
H (-1.218, 4.858, -0.888)
H (-2.644, 4.216, -1.683)
H (-1.658, 5.457, -2.499)
H (-0.996, 0.411, -3.097)
H (-3.393, 0.487, -4.066)
H (-4.434, 1.234, -2.834)
H (-2.987, 0.332, -2.337)
H (-2.619, 4.063, -4.178)
H (-4.187, 3.640, -3.446)
H (-3.614, 2.791, -4.892)

Forces on atoms 1 to 3 (eV/Å):
Ru 0.898 0.278 1.113
O -0.191 -0.359 -0.353
C 0.316 0.439 0.664

- Max |F|: 0.0587 hartree/bohr
- 2S+1: 2
- Calculated total energy: -135594.34987 eV
- Energy above the lowest of the compared OMol25 structures with the same formula, charge and spin: 97.0 kcal/mol
- Charge: 0
- ⟨S²⟩: 0.86
- Orbital gap (spin up / spin down): 0.1860 / 0.1861 Ha
- Highest occupied orbital energy (spin up / spin down): -6.90 / -6.77 eV

(3)
C32H35BBiN3O3Sb2 as an isolated structure in a non-equilibrium geometry, computed with ωB97M-V/def2-TZVPD.

Element x y z (Å)
Bi (0.378, 0.618, 1.782)
N (-1.240, 2.516, 1.846)
C (-1.833, 2.626, 3.186)
C (-1.473, 1.484, 4.134)
O (-1.944, 1.492, 5.258)
N (-0.634, 0.534, 3.656)
C (-0.152, -0.464, 4.605)
C (0.974, -1.321, 4.037)
O (1.391, -2.267, 4.659)
O (1.426, -0.974, 2.838)
H (-0.696, 3.335, 1.598)
H (-1.942, 2.377, 1.124)
H (-2.920, 2.656, 3.137)
H (-1.505, 3.539, 3.680)
H (-0.954, -1.137, 4.905)
H (0.213, 0.024, 5.510)
C (0.592, -2.688, 0.096)
C (1.255, -1.637, -0.835)
C (2.714, -1.397, -0.422)
Sb (3.827, 0.215, -1.384)
C (2.438, 1.870, -1.189)
C (1.224, 1.982, -1.869)
C (0.489, 3.160, -1.811)
C (0.946, 4.238, -1.061)
C (2.148, 4.138, -0.371)
C (2.890, 2.964, -0.445)
C (3.238, -0.334, -3.386)
C (3.123, -1.672, -3.759)
C (2.794, -2.019, -5.063)
C (2.584, -1.031, -6.015)
C (2.722, 0.305, -5.662)
C (3.055, 0.650, -4.358)
Sb (-1.155, -2.354, 1.397)
C (-2.303, -0.644, 0.658)
C (-3.345, -0.279, 1.513)
C (-4.208, 0.759, 1.189)
C (-4.037, 1.454, -0.004)
C (-3.017, 1.088, -0.873)
C (-2.151, 0.050, -0.542)
C (-2.417, -3.606, 0.151)
C (-3.416, -4.390, 0.722)
C (-4.225, -5.195, -0.073)
C (-4.032, -5.232, -1.446)
C (-3.051, -4.438, -2.027)
C (-2.256, -3.623, -1.233)
H (1.326, -3.001, 0.841)
H (0.304, -3.576, -0.463)
H (0.714, -0.689, -0.846)
H (1.228, -1.997, -1.863)
H (3.306, -2.294, -0.623)
H (2.787, -1.226, 0.656)
H (0.863, 1.160, -2.478)
H (-0.432, 3.251, -2.375)
H (0.375, 5.159, -1.031)
H (2.523, 4.978, 0.201)
H (3.844, 2.913, 0.070)
H (3.295, -2.459, -3.031)
H (2.703, -3.063, -5.340)
H (2.325, -1.300, -7.031)
H (2.571, 1.081, -6.403)
H (3.175, 1.695, -4.097)
H (-3.483, -0.815, 2.448)
H (-5.014, 1.026, 1.860)
H (-4.704, 2.268, -0.262)
H (-2.905, 1.605, -1.819)
H (-1.368, -0.219, -1.243)
H (-3.563, -4.382, 1.797)
H (-5.001, -5.799, 0.380)
H (-4.644, -5.877, -2.064)
H (-2.901, -4.457, -3.100)
H (-1.512, -2.987, -1.702)
B (3.449, 3.980, 3.458)
C (2.502, 2.876, 2.960)
N (1.761, 2.087, 2.546)
H (4.513, 3.459, 3.690)
H (2.932, 4.438, 4.451)
H (3.515, 4.792, 2.559)

Forces on atoms 1 to 3 (eV/Å):
Bi 0.068 -0.175 -0.090
N 0.127 -0.005 -0.010
C 0.026 -0.052 0.131

- Max |F|: 0.0248 hartree/bohr
- Calculated total energy: -63954.73385 eV
- Energy above the lowest of the compared OMol25 structures with the same formula, charge and spin: 0.0 kcal/mol
- Charge: 0
- Orbital gap: 0.3025 Ha
- Highest occupied orbital energy: -8.76 eV